1.
{
  "formula": "C38H29BiF10N6O7Se",
  "method": "ωB97M-V/def2-TZVPD",
  "symbols": ["Bi", "C", "N", "C", "C", "N", "C", "C", "F", "C", "F", "C", "F", "C", "F", "C", "F", "C", "C", "N", "C", "C", "F", "C", "F", "C", "F", "C", "F", "C", "F", "H", "H", "H", "H", "H", "H", "H", "H", "H", "H", "H", "O", "C", "O", "C", "C", "C", "C", "C", "C", "O", "N", "O", "O", "N", "O", "O", "H", "H", "C", "C", "C", "N", "C", "C", "H", "H", "H", "H", "H", "C", "C", "C", "C", "C", "C", "Se", "C", "C", "C", "H", "H", "H", "H", "H", "H", "H", "H", "H", "H", "H"],
  "xyz": [[0.10352, 1.18344, 0.39120], [-0.12567, 4.63779, 0.89819], [-0.97180, 3.71256, 0.15711], [-1.06449, 4.07787, -1.24505], [0.09781, 3.46672, -2.01440], [0.14775, 2.01572, -2.04625], [-0.31827, 1.39430, -3.14409], [0.39396, 0.26674, -3.63560], [1.51967, -0.07659, -2.99627], [0.08756, -0.38808, -4.80227], [0.91025, -1.31931, -5.29258], [-1.01879, -0.01254, -5.54941], [-1.34417, -0.66655, -6.68263], [-1.73770, 1.08833, -5.13398], [-2.78993, 1.50070, -5.86397], [-1.37944, 1.78635, -3.99746], [-2.10832, 2.89502, -3.71795], [-2.25496, 3.47177, 0.79303], [-2.91564, 2.20413, 0.26150], [-2.16919, 1.02858, 0.70001], [-2.86489, -0.05071, 1.13497], [-2.34453, -0.92442, 2.11757], [-1.23594, -0.57896, 2.78064], [-2.97113, -2.08371, 2.51992], [-2.41102, -2.85538, 3.45677], [-4.20521, -2.43638, 2.00214], [-4.83063, -3.55974, 2.39699], [-4.79138, -1.58345, 1.09115], [-6.00128, -1.88558, 0.58778], [-4.14275, -0.43808, 0.67196], [-4.78503, 0.28727, -0.27237], [-0.56161, 5.65090, 0.91448], [0.00639, 4.29153, 1.92052], [0.85745, 4.69507, 0.42734], [-2.00174, 3.71838, -1.66022], [-1.04706, 5.17314, -1.37173], [0.10038, 3.87641, -3.03309], [1.02121, 3.79435, -1.52417], [-2.06040, 3.31130, 1.85266], [-2.94137, 4.32973, 0.67474], [-3.92988, 2.18212, 0.66234], [-2.99695, 2.22844, -0.83212], [1.02639, 3.34902, 3.90022], [0.65610, 2.24513, 3.49359], [-0.24021, 2.04505, 2.59799], [1.23787, 0.99427, 4.11460], [1.22129, 0.83028, 5.46452], [1.71159, -0.35006, 6.06096], [2.23737, -1.34981, 5.26043], [2.33126, -1.17086, 3.89857], [1.80252, 0.00261, 3.23125], [1.84271, 0.15112, 1.98404], [3.01136, -2.20907, 3.16068], [3.64956, -1.90793, 2.16780], [2.95923, -3.35576, 3.59831], [1.71521, -0.49343, 7.47546], [1.27370, 0.42222, 8.16476], [2.16466, -1.52687, 7.96872], [0.82733, 1.60502, 6.10740], [2.61804, -2.25798, 5.70269], [4.52081, 0.71224, 0.25439], [4.30123, 1.65883, 1.24227], [3.55709, 2.78526, 0.93498], [3.06967, 3.02309, -0.28374], [3.30394, 2.11670, -1.23149], [4.00839, 0.94412, -1.01115], [5.04800, -0.20246, 0.48188], [4.67271, 1.50744, 2.24687], [3.33389, 3.52801, 1.69490], [2.89466, 2.34281, -2.20965], [4.13733, 0.22703, -1.81071], [-0.57998, -5.62723, -4.36155], [-0.36637, -4.56865, -3.31153], [0.86539, -4.39817, -2.69600], [1.06815, -3.44114, -1.70747], [2.42822, -3.28205, -1.08778], [-0.00422, -2.63066, -1.31448], [0.24619, -1.49628, 0.25896], [-1.23995, -2.75501, -1.95675], [-2.41291, -1.89279, -1.59160], [-1.40286, -3.72748, -2.93947], [0.37127, -5.97026, -4.77010], [-1.19065, -5.24067, -5.17923], [-1.09777, -6.49129, -3.93600], [1.69826, -5.02891, -2.99356], [3.12345, -4.02605, -1.47919], [2.37109, -3.36966, -0.00252], [2.81538, -2.28105, -1.29079], [-2.10769, -0.86212, -1.41139], [-2.87077, -2.26898, -0.67464], [-3.16379, -1.89916, -2.38421], [-2.36897, -3.81758, -3.42867]],
  "atomic_forces_ev_per_a": [[-0.1922, 0.6523, 0.0348], [0.0076, 0.1042, 0.1025], [0.0838, -0.1588, 0.0814], [0.0318, -0.0220, -0.2168], [0.0480, 0.0133, -0.1896], [-0.2704, -0.0362, 0.7578], [-0.0677, -0.1456, -0.7061], [-0.0766, 0.2062, 0.1783], [0.0883, -0.1939, 0.0151], [-0.1505, 0.0709, -0.0486], [0.0782, -0.3618, 0.0431], [0.0047, 0.1246, 0.0394], [0.0007, -0.0096, -0.0132], [0.0413, -0.0676, -0.1572], [-0.0578, 0.0209, -0.0196], [0.2115, -0.0287, 0.2872], [-0.0970, -0.1157, 0.0262], [-0.2273, -0.0553, 0.0337], [0.0714, 0.0342, 0.1143], [0.3344, 0.3392, -0.2396], [-0.2822, -0.4057, 0.0260], [-0.1212, 0.2378, 0.0966], [0.0972, -0.0556, -0.1294], [-0.0620, -0.0153, -0.0530], [0.0332, -0.0307, 0.0448], [0.0445, 0.0833, -0.0638], [-0.0172, -0.0214, 0.0316], [-0.0243, 0.0006, 0.1424], [-0.0438, -0.0184, -0.0696], [0.1079, 0.1155, 0.1413], [0.0892, -0.0623, -0.1474], [-0.0301, -0.0192, -0.0527], [0.0043, -0.0325, 0.0274], [-0.0107, -0.0086, -0.0057], [0.0143, 0.0250, 0.0477], [-0.0322, 0.0202, 0.1016], [0.0613, 0.0522, 0.0123], [0.0158, 0.1223, -0.0938], [-0.0463, 0.1070, 0.0517], [0.0614, 0.0250, -0.0553], [-0.0120, 0.0036, 0.0018], [-0.1284, 0.0827, 0.0418], [-0.0313, -0.0946, 0.0319], [-0.0666, 0.1002, 0.0885], [0.2654, 0.0618, 0.0011], [0.0018, 0.0340, -0.1306], [0.0265, -0.0374, 0.3083], [-0.0370, 0.1317, -0.7121], [0.1756, -0.1241, 0.2016], [-0.2957, 0.5145, 0.1497], [0.2058, -0.3273, -0.0869], [-0.0761, 0.2114, 0.2362], [0.2090, -0.3613, -0.1741], [-0.0572, 0.0675, 0.0817], [-0.0507, 0.1237, -0.0338], [-0.0192, -0.1505, 0.4894], [0.0175, -0.0420, -0.1096], [-0.0266, 0.0780, -0.0868], [0.0057, 0.0758, -0.0806], [0.0057, 0.0078, 0.0077], [-0.0760, 0.0671, 0.0303], [0.0749, -0.0441, 0.0440], [0.1001, 0.0170, -0.0393], [-0.0283, 0.1315, 0.0479], [-0.0282, 0.0949, -0.0988], [0.0783, -0.0335, 0.0351], [0.0143, -0.0636, 0.0207], [-0.0731, -0.0138, 0.0276], [-0.0306, -0.0515, 0.0153], [-0.0550, -0.0973, 0.0201], [-0.0401, 0.0051, -0.0131], [0.0023, 0.0394, 0.0942], [0.0539, 0.0293, -0.0942], [-0.0353, -0.0578, -0.0249], [0.0936, 0.1005, 0.0452], [-0.0851, -0.0058, 0.0288], [-0.2443, 0.4913, 0.2591], [0.2369, -1.4346, -0.6112], [-0.0740, -0.0048, -0.1003], [0.0880, -0.0766, -0.0603], [0.0226, 0.1063, -0.0130], [-0.0145, -0.0174, -0.0223], [0.0115, -0.0449, -0.0270], [0.0056, -0.0293, -0.0560], [0.0146, 0.0167, 0.0063], [0.0059, -0.0043, -0.0133], [0.1141, -0.0217, -0.0045], [0.0215, -0.0011, 0.0354], [0.0025, 0.0415, 0.0439], [0.0096, 0.0540, 0.0091], [-0.0074, -0.0370, 0.0197], [0.0081, -0.0011, -0.0056]],
  "homo_lumo_gap_ev": 6.810,
  "lumo_ev": 4.1,
  "charge": -2,
  "homo_ev": -2.676,
  "e_tot_ha": -5935.28486,
  "largest_force_ha_per_bohr": 0.0307
}


2.
{
  "formula": "C46H48N3O3OsP2S2Te",
  "method": "ωB97M-V/def2-TZVPD",
  "symbols": ["Os", "S", "P", "C", "P", "S", "C", "C", "C", "C", "C", "C", "C", "C", "C", "C", "C", "C", "C", "C", "C", "C", "C", "C", "C", "C", "C", "C", "C", "C", "H", "H", "H", "H", "H", "H", "H", "H", "H", "H", "H", "H", "H", "H", "H", "H", "H", "H", "H", "H", "N", "N", "C", "O", "O", "H", "H", "H", "C", "C", "O", "N", "Te", "C", "C", "C", "C", "C", "C", "C", "C", "C", "C", "C", "C", "C", "C", "C", "C", "C", "C", "H", "H", "H", "H", "H", "H", "H", "H", "H", "H", "H", "H", "H", "H", "H", "H", "H", "H", "H", "H", "H", "H", "H", "H", "H"],
  "xyz": [[-0.66227, 1.05986, -2.15780], [-0.00473, 1.41966, 0.32100], [2.04836, 1.42301, 0.15726], [2.73345, 1.60664, -1.40003], [1.62371, 1.31216, -2.74308], [-1.16137, 1.14625, -4.28171], [1.93896, 2.73119, -3.84517], [1.33312, 3.95198, -3.55596], [1.66799, 5.07879, -4.29197], [2.60572, 4.99631, -5.31181], [3.21274, 3.78212, -5.59793], [2.88641, 2.65207, -4.86226], [2.33363, -0.12620, -3.61733], [3.45522, -0.75909, -3.08776], [4.00535, -1.86236, -3.72650], [3.44266, -2.33848, -4.90000], [2.33353, -1.70184, -5.44208], [1.78174, -0.60129, -4.80545], [2.70465, -0.14769, 0.79416], [3.49577, -0.22343, 1.93667], [3.96817, -1.45495, 2.37121], [3.65167, -2.61146, 1.67156], [2.87505, -2.53998, 0.52118], [2.41065, -1.31077, 0.07916], [2.68187, 2.70516, 1.26208], [3.99736, 3.13947, 1.08940], [4.50574, 4.13760, 1.90510], [3.70573, 4.71119, 2.88563], [2.39666, 4.28699, 3.05312], [1.88196, 3.28674, 2.23961], [0.58645, 4.02128, -2.77690], [1.18841, 6.02257, -4.06769], [2.86334, 5.87793, -5.88482], [3.94333, 3.71223, -6.39352], [3.37073, 1.71014, -5.08453], [3.90083, -0.37619, -2.17833], [4.88093, -2.34216, -3.30821], [3.86705, -3.20273, -5.39475], [1.89406, -2.06429, -6.36230], [0.91600, -0.11078, -5.23372], [3.73832, 0.67481, 2.48975], [4.58448, -1.51029, 3.25923], [4.01411, -3.56929, 2.02197], [2.61908, -3.43076, -0.03810], [1.82062, -1.26681, -0.83205], [4.60154, 2.70351, 0.30416], [5.52346, 4.47757, 1.76687], [4.10070, 5.50122, 3.51121], [1.76963, 4.74164, 3.80855], [0.85404, 2.96800, 2.35309], [-2.78357, 1.04763, -1.48360], [-3.02016, 2.27645, -0.83130], [-2.26472, 3.38390, -1.28369], [-2.64003, 4.49632, -0.98940], [-1.21266, 3.06461, -1.96831], [-3.39110, 0.91669, -2.29339], [-2.93005, 0.28465, -0.82528], [-3.98840, 2.50366, -0.64450], [-0.82562, -2.31912, -3.76196], [-0.33820, -2.00750, -2.36726], [0.23153, -2.89703, -1.72747], [-0.55336, -0.79772, -1.77796], [-0.74856, -1.48884, 0.97365], [-0.97062, -1.99069, 3.05403], [-0.26089, -1.29779, 4.03520], [0.58045, -0.07628, 3.75701], [-0.34327, -1.73259, 5.35959], [-1.09555, -2.83293, 5.72454], [-1.16088, -3.29956, 7.15293], [-1.78341, -3.51699, 4.72498], [-1.73140, -3.12312, 3.39809], [-2.50074, -3.92917, 2.38300], [-2.81448, -1.03844, 0.76155], [-3.37929, 0.02059, 1.49268], [-2.64733, 0.87876, 2.48875], [-4.73053, 0.30456, 1.30701], [-5.52971, -0.42657, 0.44171], [-6.99058, -0.11004, 0.26927], [-4.94348, -1.47370, -0.25644], [-3.59952, -1.79845, -0.11592], [-3.08510, -2.96924, -0.91300], [-0.14586, -3.03993, -4.21060], [-0.91952, -1.43197, -4.38142], [-1.81083, -2.78437, -3.68682], [0.84244, 0.02959, 2.70349], [1.50870, -0.11716, 4.32631], [0.05062, 0.83101, 4.05577], [0.20824, -1.18796, 6.11874], [-0.55739, -2.66769, 7.80263], [-0.79821, -4.32449, 7.24353], [-2.18740, -3.28366, 7.52243], [-2.36958, -4.39140, 4.98698], [-2.81753, -4.87812, 2.81187], [-1.90346, -4.15353, 1.49594], [-3.39239, -3.39269, 2.05212], [-1.57021, 0.77466, 2.44155], [-2.96547, 0.62421, 3.50279], [-2.87242, 1.93078, 2.31153], [-5.16402, 1.12566, 1.86783], [-7.29167, 0.72641, 0.89733], [-7.60487, -0.97191, 0.53332], [-7.21595, 0.14324, -0.76771], [-5.54796, -2.06643, -0.93588], [-3.66384, -3.86279, -0.67230], [-2.03214, -3.19185, -0.74611], [-3.21464, -2.77888, -1.97798]],
  "atomic_forces_ev_per_a": [[-0.2866, -0.2951, -0.2520], [-0.2012, 0.0859, 0.1331], [0.4401, -0.1470, -0.0699], [-0.1826, -0.0120, -0.0222], [0.0730, 0.2096, -0.0744], [-0.0426, -0.0362, 0.0641], [0.1546, -0.0728, 0.0796], [-0.0221, 0.0000, -0.0708], [0.0007, -0.0173, -0.0013], [-0.0050, -0.0061, 0.0004], [-0.0255, -0.0098, 0.0029], [-0.0290, 0.0032, -0.0199], [0.0172, -0.0510, 0.0652], [0.0063, -0.0234, -0.0199], [0.0032, 0.0216, -0.0013], [-0.0121, -0.0001, -0.0063], [0.0330, 0.0347, 0.0280], [-0.0120, 0.0250, 0.0044], [0.0114, -0.1186, 0.0127], [-0.0063, -0.0012, 0.0019], [-0.0171, 0.0203, -0.0155], [-0.0262, 0.0106, -0.0155], [0.0073, 0.0171, 0.0315], [0.0133, 0.0882, -0.0782], [-0.0753, 0.1728, -0.0650], [-0.0345, -0.0271, -0.0016], [-0.0214, -0.0191, 0.0062], [0.0148, 0.0066, -0.0046], [0.0051, -0.0384, -0.0126], [0.0262, -0.0392, 0.0708], [-0.0272, -0.0048, 0.0287], [-0.0031, 0.0057, 0.0031], [-0.0046, 0.0051, -0.0033], [0.0059, -0.0003, -0.0019], [0.0133, 0.0019, 0.0074], [0.0165, 0.0099, -0.0179], [-0.0163, -0.0181, 0.0200], [0.0084, 0.0026, -0.0064], [-0.0086, -0.0002, -0.0109], [0.0150, -0.0029, 0.0141], [0.0057, 0.0053, 0.0191], [-0.0043, 0.0053, 0.0119], [0.0091, -0.0071, -0.0058], [-0.0035, 0.0066, -0.0123], [-0.0448, -0.0286, 0.1106], [-0.0057, 0.0074, -0.0122], [0.0075, 0.0032, -0.0041], [0.0101, -0.0058, 0.0077], [-0.0089, 0.0066, -0.0023], [-0.0124, 0.0211, -0.0031], [-0.0849, 0.1755, -0.1848], [-0.1539, -0.0396, 0.1629], [0.2584, -0.0710, -0.2607], [-0.0626, 0.1539, 0.0782], [0.0060, 0.2871, 0.2118], [0.0896, 0.0206, 0.0724], [0.0205, 0.1391, -0.1740], [0.0631, -0.0732, -0.0783], [-0.1143, 0.0966, -0.0174], [0.0764, 0.2856, 0.0381], [0.1210, -0.2038, 0.0882], [0.0505, -0.2634, -0.2642], [-0.0317, -0.0936, 0.1045], [0.0819, -0.0423, -0.0794], [0.0249, 0.0885, 0.0255], [-0.0523, -0.0863, -0.0462], [0.0109, 0.0598, -0.0333], [-0.0220, -0.0390, 0.0006], [-0.0103, 0.0119, -0.0208], [0.0128, 0.0275, 0.0607], [-0.0521, -0.0063, -0.0207], [0.0289, 0.0499, -0.0167], [0.1473, 0.1295, 0.3393], [-0.0623, -0.0464, 0.0637], [0.0032, -0.0306, 0.0428], [-0.0367, -0.0402, -0.0166], [-0.0217, 0.0654, 0.0448], [0.0440, -0.0154, -0.0109], [0.0063, -0.0705, -0.0878], [-0.0463, -0.1824, -0.0434], [-0.0080, 0.0243, 0.0182], [0.0034, -0.0108, 0.0049], [-0.0107, -0.0058, 0.0121], [-0.0087, -0.0253, -0.0102], [-0.0219, -0.0200, 0.0999], [0.0185, 0.0019, -0.0035], [-0.0183, 0.0199, 0.0207], [0.0100, -0.0062, 0.0098], [0.0029, 0.0035, 0.0035], [0.0029, -0.0056, 0.0002], [-0.0059, 0.0014, -0.0020], [0.0048, -0.0136, 0.0109], [-0.0113, -0.0103, 0.0190], [0.0168, 0.0157, 0.0145], [0.0026, -0.0135, 0.0021], [0.0549, -0.0454, -0.0349], [0.0028, -0.0200, -0.0062], [-0.0409, -0.0026, -0.0164], [-0.0074, 0.0127, -0.0062], [0.0038, 0.0099, 0.0022], [-0.0019, -0.0031, 0.0013], [-0.0011, 0.0029, -0.0065], [-0.0113, -0.0026, 0.0055], [0.0047, -0.0104, 0.0207], [-0.0368, 0.0162, -0.0228], [0.0027, 0.0051, -0.0274]],
  "homo_lumo_gap_ev": [7.323, 5.524],
  "lumo_ev": [0.2, -2.2],
  "homo_ev": [-7.078, -7.696],
  "e_tot_ha": -4009.39379,
  "spin_multiplicity": 6,
  "largest_force_ha_per_bohr": 0.0094
}


Question: What is the formula in the second record?
Answer: C46H48N3O3OsP2S2Te